{
  "formula": "C4H12N2",
  "method": "wB97M-V/def2-TZVPD",
  "species": ["C", "N", "H", "H", "H", "C", "C", "C", "N", "H", "H", "H", "H", "H", "H", "H", "H", "H"],
  "positions_angstrom": [[-2.1829, 0.2690, -2.1892], [-2.9391, 1.0540, -1.4834], [-2.5881, -0.6743, -2.5213], [-1.1801, 0.5025, -2.5516], [-2.6182, 2.0367, -1.5126], [1.1685, -1.0659, 0.8728], [0.5051, 0.2817, 0.6142], [1.3762, 1.4781, 0.8691], [0.1595, -2.1184, 0.9817], [1.6400, -1.0830, 1.8987], [1.9454, -1.3301, 0.1238], [-0.4207, 0.4408, 1.1732], [0.2100, 0.1901, -0.4232], [2.2189, 1.4737, 0.1497], [1.7806, 1.4431, 1.8534], [0.7812, 2.4283, 0.7670], [0.5261, -3.0339, 1.2637], [-0.3824, -2.2926, 0.1140]],
  "de_lowest_kcal_mol": 37.9,
  "multiplicity": 1,
  "e_homo_ev": -9.11,
  "homo_lumo_gap_ev": 10.09,
  "smiles": "CCCN.C=N"
}

=====

{
  "formula": "C4H12N2",
  "method": "wB97M-V/def2-TZVPD",
  "species": ["C", "C", "C", "C", "N", "N", "H", "H", "H", "H", "H", "H", "H", "H", "H", "H", "H", "H"],
  "positions_angstrom": [[-1.5441, -0.7779, 0.5042], [-0.6953, 0.4399, 0.1053], [0.7543, -0.1268, 0.1176], [1.7343, 0.5774, -0.5029], [3.2670, 0.3990, -0.5107], [-3.1597, -0.4376, 0.2747], [-1.4983, -1.7516, -0.0052], [-1.5665, -0.9689, 1.5221], [-0.9422, 0.6286, -0.8470], [-0.8023, 1.3940, 0.7494], [0.8501, -1.0820, 0.6262], [1.3783, 1.3163, -1.3439], [3.6275, 0.6309, 0.4271], [3.4708, -0.6402, -0.5418], [3.7436, 0.8677, -1.2646], [-3.2816, 0.5989, 0.0629], [-3.8181, -0.9078, -0.3669], [-3.4077, -0.4910, 1.2883]],
  "de_lowest_kcal_mol": 38.5,
  "total_charge": 2,
  "multiplicity": 1,
  "e_homo_ev": -18.51,
  "homo_lumo_gap_ev": 11.49,
  "smiles": "[NH3+]/C=C/CC[NH3+]"
}

=====

{
  "formula": "C4H12N2O",
  "method": "wB97M-V/def2-TZVPD",
  "species": ["N", "C", "C", "N", "C", "C", "O", "H", "H", "H", "H", "H", "H", "H", "H", "H", "H", "H", "H"],
  "positions_angstrom": [[-1.8552, 0.5335, 0.4440], [-1.2556, -0.6175, 1.1100], [0.1354, -0.2245, 1.6108], [1.0112, 0.2628, 0.5819], [1.2630, -0.4172, -0.6564], [0.9445, 0.3109, -1.9563], [-0.3357, 0.8918, -2.0313], [-0.7857, 0.7062, -1.1829], [-1.6373, 1.5064, 0.5206], [-2.7512, 0.3285, 0.0395], [-1.8639, -0.8714, 1.9727], [-1.0882, -1.3856, 0.3518], [0.5725, -1.1109, 2.0985], [-0.0712, 0.5401, 2.3613], [1.7318, 0.8625, 0.9362], [0.8293, -1.4227, -0.6262], [2.3414, -0.6305, -0.7559], [1.6766, 1.1036, -2.0280], [1.1382, -0.3662, -2.7904]],
  "de_lowest_kcal_mol": 44.3,
  "multiplicity": 1,
  "e_homo_ev": -8.40,
  "homo_lumo_gap_ev": 9.45,
  "smiles": "NCCNCCO"
}

=====

{
  "formula": "C4H12N2O",
  "method": "wB97M-V/def2-TZVPD",
  "species": ["C", "C", "C", "N", "C", "N", "H", "H", "H", "H", "H", "H", "H", "H", "H", "H", "H", "H", "O"],
  "positions_angstrom": [[2.2234, -0.2129, -0.6814], [0.7590, -0.3968, -1.0647], [-0.1327, 0.8366, -1.0616], [-1.0009, 0.8725, 0.1368], [-0.3007, 1.1424, 1.3030], [-0.7980, 0.7013, 2.3746], [2.7478, -0.0328, -1.6297], [2.3389, 0.5668, 0.0921], [2.6194, -1.0476, -0.1138], [0.2850, -1.0077, -0.2677], [0.7100, -1.0505, -2.0136], [0.4006, 1.7749, -1.2206], [-0.8551, 0.8599, -1.9366], [-1.6595, 0.1256, 0.1414], [0.5910, 1.7863, 1.1311], [-0.4046, 0.8130, 3.2942], [-2.7969, -2.4238, -0.0590], [-2.5660, -1.4238, 1.1598], [-2.1606, -1.8833, 0.4156]],
  "de_lowest_kcal_mol": 40.1,
  "multiplicity": 1,
  "e_homo_ev": -8.67,
  "homo_lumo_gap_ev": 9.57,
  "smiles": "[H]/N=C/NCCC.O"
}

=====

{
  "formula": "C4H12N2O",
  "method": "wB97M-V/def2-TZVPD",
  "species": ["C", "C", "N", "N", "O", "H", "H", "H", "H", "H", "H", "C", "C", "H", "H", "H", "H", "H", "H"],
  "positions_angstrom": [[0.8676, -0.7535, -1.9515], [0.9855, 1.4699, -0.9347], [0.5299, 0.1070, -0.8441], [-1.3209, 0.0800, -0.7494], [-1.7729, 1.0832, -0.3738], [0.4520, -1.7472, -1.7685], [0.3300, 2.1186, -0.3409], [1.9534, -0.8671, -2.0536], [0.4693, -0.3769, -2.9047], [0.9719, 1.8435, -1.9668], [2.0004, 1.5816, -0.5374], [-0.6752, -1.0943, 1.2681], [-0.8152, -0.0707, 2.3694], [-1.2683, -0.4867, 3.2756], [0.1550, 0.3468, 2.6523], [-1.6000, -1.6367, 1.0783], [0.1095, -1.8365, 1.4593], [0.0839, -0.5229, 0.2733], [-1.4559, 0.7619, 2.0492]],
  "de_lowest_kcal_mol": 145.8,
  "multiplicity": 1,
  "e_homo_ev": -7.76,
  "homo_lumo_gap_ev": 7.79
}

=====

{
  "formula": "C4H12N2O",
  "method": "wB97M-V/def2-TZVPD",
  "species": ["C", "N", "C", "C", "O", "C", "N", "H", "H", "H", "H", "H", "H", "H", "H", "H", "H", "H", "H"],
  "positions_angstrom": [[-2.6115, 0.4667, 0.9547], [-1.1591, 0.0171, 1.1849], [0.0088, -0.4598, 0.3458], [1.3252, 0.2625, 0.9040], [2.3967, 0.2268, -0.0276], [-0.2546, 0.1046, -1.0934], [0.5729, -0.6466, -2.0475], [-2.7589, 1.4178, 0.3493], [-3.0038, 0.7636, 1.9145], [-3.2304, -0.3136, 0.4358], [-0.6396, 0.2230, 2.0833], [-0.0027, -1.5977, 0.2354], [1.6120, -0.3833, 1.7602], [0.6871, 1.2516, 1.0885], [2.0621, -0.3880, -0.6646], [-0.0545, 1.2318, -1.0472], [-1.3188, 0.0463, -1.3659], [0.3818, -0.2177, -2.9924], [0.3886, -1.6849, -2.2047]],
  "de_lowest_kcal_mol": 82.2,
  "multiplicity": 1,
  "e_homo_ev": -8.37,
  "homo_lumo_gap_ev": 9.28,
  "smiles": "CN[C@@H](CN)CO"
}

=====

{
  "formula": "C4H12N2O",
  "method": "wB97M-V/def2-TZVPD",
  "species": ["N", "C", "C", "C", "O", "C", "N", "H", "H", "H", "H", "H", "H", "H", "H", "H", "H", "H", "H"],
  "positions_angstrom": [[-0.7473, -0.6839, 1.0287], [0.3750, -0.1014, 0.2772], [-0.1659, 1.0558, -0.6704], [-0.8848, 2.1472, 0.0214], [-2.0037, 1.9284, 0.9277], [1.2794, -1.1095, -0.4574], [1.1610, -2.6112, -0.1139], [-1.6122, -0.6699, 0.3207], [-0.5047, -1.6603, 1.2699], [-1.6135, 1.3398, 1.6378], [0.9577, 0.3247, 1.1757], [-0.7435, 0.6571, -1.6452], [0.8480, 1.4542, -1.0704], [-0.0788, 2.6103, 0.5357], [-1.2681, 3.0184, -0.5486], [2.2636, -0.9611, -0.1479], [1.3329, -0.9160, -1.5046], [0.1231, -2.7672, 0.0041], [1.2817, -3.0553, -1.0406]],
  "de_lowest_kcal_mol": 65.6,
  "multiplicity": 1,
  "e_homo_ev": -9.67,
  "homo_lumo_gap_ev": 10.56,
  "smiles": "NC[C@H](N)CCO"
}

=====

{
  "formula": "C4H12N2O",
  "method": "wB97M-V/def2-TZVPD",
  "species": ["N", "C", "C", "N", "C", "C", "O", "H", "H", "H", "H", "H", "H", "H", "H", "H", "H", "H", "H"],
  "positions_angstrom": [[1.3105, -1.1535, 1.4215], [2.1892, -1.3452, 0.2699], [-2.3510, -0.2026, 0.6219], [-1.0551, 0.3793, 0.4627], [-0.8387, 0.8596, -0.8042], [0.4119, 1.7044, -0.9077], [1.4464, 1.0541, -1.3886], [2.9843, -0.6030, 0.2703], [0.6630, -0.4124, 1.1445], [0.7751, -1.9904, 1.6145], [2.6339, -2.3398, 0.2397], [1.6522, -1.1971, -0.6761], [-2.6734, -0.7756, -0.2496], [-3.0896, 0.5713, 0.8569], [-2.3410, -0.8558, 1.4945], [-0.7208, 0.1140, -1.6058], [-1.7389, 1.4471, -1.1057], [0.6295, 2.2726, 0.0175], [0.1125, 2.4731, -1.6763]],
  "de_lowest_kcal_mol": 167.5,
  "multiplicity": 1,
  "e_homo_ev": -8.37,
  "homo_lumo_gap_ev": 5.21
}

=====

Question: What is the formula in the third record?
Answer: C4H12N2O

=====

Question: What is the formula in the eighth record?
Answer: C4H12N2O